# 1
# C15H29N2O3

The ion C15H29N2O3 with charge +1 in a non-equilibrium geometry (ωB97M-V/def2-TZVPD, the OMol25 dataset).

The calculated total energy is -923.85645 a.u. As for the SMILES: CCCCc1c[nH]c(CCOCC)[n+]1OCCOCC. The value obtained for the frontier orbital gap is 10.31 eV. The net charge is +1. As for the multiplicity: 1. For the relative energy (zero: lowest compared OMol25 entry of this formula, charge and spin), the calculation gives 91.7 kcal per mole. The HOMO energy is -0.46611 hartree.

Last column: Löwdin charge in e.
Geometry (Å):
C 2.45256 -1.69452 2.59885  -0.091
C 2.06509 -3.12131 2.19906  -0.237
C 0.75758 -3.25533 1.42259  -0.197
C 0.85369 -2.95008 -0.07909  -0.112
C 1.50428 -1.65936 -0.46203  -0.137
C 2.84140 -1.47455 -0.72535  0.013
N 3.01030 -0.14153 -1.03682  0.157
C 1.84108 0.50060 -1.00342  -0.148
C 1.76417 1.95474 -1.33878  -0.016
C 0.42811 2.56005 -1.84347  -0.180
O 0.04924 3.65617 -1.05732  -0.124
C -0.59874 3.32778 0.16258  -0.243
C 0.26986 3.63304 1.37858  -0.057
N 0.91732 -0.40976 -0.65823  0.048
O -0.40678 -0.09347 -0.67302  -0.031
C -1.11494 -0.41308 0.54599  -0.092
C -2.46443 0.34250 0.49268  -0.177
O -2.80365 0.73008 -0.80957  -0.141
C -3.42489 -0.27304 -1.60582  -0.265
C -4.69478 0.25241 -2.22661  -0.061
H 2.89661 -1.65807 3.58596  0.075
H 1.59090 -1.03151 2.60692  0.062
H 3.18075 -1.26852 1.91382  0.053
H 2.87084 -3.61712 1.66271  0.109
H 1.94090 -3.69249 3.11473  0.108
H -0.01670 -2.68491 1.92145  0.098
H 0.44300 -4.29387 1.48946  0.117
H 1.47161 -3.72951 -0.51192  0.128
H -0.12282 -3.02012 -0.55308  0.122
H 3.62660 -2.20035 -0.69822  0.144
H 3.88707 0.27894 -1.29228  0.183
H 2.09535 2.52626 -0.47642  0.131
H 2.51192 2.09612 -2.11319  0.128
H 0.60903 2.96644 -2.83188  0.130
H -0.36265 1.82173 -1.94114  0.115
H -0.89306 2.28486 0.17027  0.074
H -1.50701 3.92119 0.21276  0.128
H -0.35211 3.92344 2.21845  0.077
H 0.97687 4.42890 1.17951  0.083
H 0.81274 2.74597 1.70484  0.062
H -0.52688 -0.12985 1.41099  0.129
H -1.31826 -1.47614 0.53610  0.105
H -2.38589 1.25927 1.06606  0.117
H -3.22883 -0.29555 0.92729  0.132
H -2.73482 -0.57396 -2.39403  0.118
H -3.66302 -1.16193 -1.02015  0.120
H -5.04849 -0.45955 -2.96641  0.082
H -4.51893 1.20389 -2.71553  0.082
H -5.48121 0.36509 -1.48785  0.080

Atoms 1-3, force components in eV/Å:
C 0.2 0.0 -0.3
C -0.2 0.1 0.4
C 0.3 -0.2 -0.1


# 2
# C15H30CdClO19

A structure of composition C15H30CdClO19 in a non-equilibrium geometry (ωB97M-V/def2-TZVPD, the OMol25 dataset).

The calculated total energy is -2646.48300 a.u. The value obtained for the frontier orbital gap is 8.75 eV. The net charge is +1. As for the multiplicity: 1. For the relative energy (zero: lowest compared OMol25 entry of this formula, charge and spin), the calculation gives 102.7 kcal per mole. The HOMO energy is -0.40116 hartree.

Last column: Löwdin charge in e.
Geometry (Å):
Cd -26.32681 -8.25531 5.23173  1.383
Cl -24.35487 -9.63965 8.22680  0.629
O -25.30386 -10.51641 8.86145  -0.343
O -25.06243 -8.88726 7.26082  -0.477
O -23.97309 -8.63238 9.16977  -0.357
O -23.25312 -10.31614 7.54818  -0.342
C -27.50873 -7.32893 -0.09769  -0.006
O -26.81156 -7.52901 1.17175  -0.007
C -27.28865 -6.98424 2.34956  -0.416
O -26.98229 -7.41613 3.49720  -0.042
O -28.32575 -6.11648 2.15326  -0.015
C -28.90095 -5.47039 3.26009  -0.033
H -27.21261 -6.42394 -0.62816  0.101
H -28.57601 -7.19382 0.07769  0.093
H -27.41793 -8.20571 -0.73887  0.100
H -29.45553 -6.11548 3.94156  0.095
H -29.58050 -4.71409 2.86726  0.108
H -28.13035 -4.93797 3.81759  0.105
C -24.08263 -5.10542 7.74667  0.001
O -24.02508 -4.69685 6.34812  0.002
C -24.51692 -5.52899 5.36078  -0.482
O -25.15104 -6.55643 5.47343  0.012
O -24.28702 -4.99306 4.14387  -0.002
C -23.23843 -4.10084 3.79463  -0.044
H -23.29029 -5.76823 8.09451  0.101
H -25.02541 -5.60278 7.97447  0.085
H -23.95059 -4.24575 8.40366  0.097
H -22.26383 -4.41237 4.17039  0.097
H -23.41382 -3.09715 4.18187  0.098
H -23.07929 -3.96932 2.72436  0.098
C -23.70610 -10.48152 1.11723  -0.033
O -24.40226 -10.10972 2.29005  -0.008
C -23.85517 -9.31849 3.24206  -0.403
O -24.57755 -8.73341 4.11004  -0.022
O -22.53532 -9.06774 2.97937  0.004
C -21.80627 -8.07561 3.65272  -0.035
H -22.87634 -11.14551 1.35953  0.108
H -23.42518 -9.60756 0.52955  0.105
H -24.39412 -11.03155 0.47521  0.099
H -21.94304 -7.05412 3.29784  0.086
H -20.77033 -8.26278 3.37007  0.106
H -21.91161 -7.97426 4.73287  0.110
C -28.16243 -10.35033 2.37598  -0.013
O -28.34790 -11.30628 3.42982  0.011
C -27.94806 -10.96883 4.67651  -0.426
O -27.32074 -9.93650 4.96276  -0.014
O -28.41791 -11.87078 5.60961  0.008
C -29.25835 -12.96885 5.29765  -0.024
H -28.51412 -9.34561 2.61041  0.089
H -28.51119 -10.66115 1.39116  0.109
H -27.09572 -10.23801 2.18206  0.084
H -30.05420 -12.57517 4.66540  0.100
H -29.52119 -13.43070 6.24934  0.111
H -28.68771 -13.66760 4.68592  0.101
C -30.42256 -5.38335 7.41691  -0.014
O -29.36764 -6.04566 6.71384  0.006
C -28.59287 -7.02534 7.20752  -0.424
O -27.72206 -7.71246 6.58264  -0.036
O -28.85849 -7.18459 8.53340  -0.018
C -27.87320 -7.78108 9.33456  -0.019
H -30.32501 -5.41362 8.50212  0.100
H -31.40997 -5.75214 7.13926  0.103
H -30.41034 -4.32752 7.14637  0.100
H -26.90892 -7.33237 9.09601  0.097
H -27.86636 -8.86010 9.18036  0.108
H -28.10858 -7.62014 10.38660  0.109

Atoms 1-3, force components in eV/Å:
Cd 2.8 -0.5 1.9
Cl 0.3 -0.5 1.2
O 0.7 -0.8 -0.3


# 3
# C15H30F12N11O25S12

A cluster of 9 separate species, C15H30F12N11O25S12 in total in a non-equilibrium geometry (ωB97M-V/def2-TZVPD, the OMol25 dataset).

The calculated total energy is -9049.17870 a.u. The value obtained for the frontier orbital gap is 5.38 eV. The net charge is -3. As for the multiplicity: 1. The HOMO energy is -0.17491 hartree.

Last column: Löwdin charge in e.
Geometry (Å):
C 19.21557 -4.56080 -4.14304  -0.038
C 20.44043 -4.33395 -3.22810  -0.162
N 21.55799 -5.12959 -3.69727  -0.047
C 21.79634 -6.45751 -3.51257  -0.012
C 22.89688 -6.88528 -4.21873  0.000
N 23.39715 -5.79515 -4.86227  -0.098
C 22.57972 -4.74607 -4.56593  0.040
C 24.57144 -5.69027 -5.70210  0.019
H 18.89664 -5.54911 -3.81192  0.078
H 19.46366 -4.37162 -5.18744  0.090
H 18.31911 -3.97279 -3.94630  0.089
H 20.32108 -4.46629 -2.15277  0.139
H 20.79253 -3.30642 -3.31928  0.124
H 21.10890 -6.94724 -2.83879  0.146
H 23.40678 -7.83342 -4.30496  0.141
H 22.76747 -3.73713 -4.90237  0.165
H 25.33286 -6.44090 -5.49018  0.106
H 24.96081 -4.68567 -5.86725  0.110
H 24.17307 -6.01599 -6.66299  0.114
C 11.01571 -5.05504 -4.67041  -0.057
C 11.34140 -5.79020 -5.99289  -0.155
N 12.08120 -7.04792 -5.76787  -0.047
C 11.73482 -8.12606 -4.92979  0.037
C 12.77161 -9.06935 -5.02564  0.039
N 13.77991 -8.51802 -5.86895  -0.108
C 13.29428 -7.35719 -6.37869  0.031
C 15.00099 -9.20475 -6.15186  -0.007
H 10.22049 -5.52945 -4.09537  0.080
H 10.65142 -4.03810 -4.81616  0.085
H 11.90735 -4.98382 -4.04751  0.084
H 11.88846 -5.15823 -6.69248  0.127
H 10.39245 -6.05939 -6.45672  0.124
H 10.78510 -8.15599 -4.41643  0.141
H 12.83886 -10.08960 -4.67786  0.139
H 13.84021 -6.81817 -7.13884  0.163
H 14.78799 -10.20060 -6.54047  0.110
H 15.57622 -9.28642 -5.22961  0.110
H 15.62154 -8.63879 -6.84663  0.104
C 4.35459 -12.18780 -11.73920  0.028
C 4.54997 -10.94496 -10.92049  -0.356
O 3.75863 -10.00539 -10.81201  0.167
N 5.75539 -10.95048 -10.02167  0.106
H 5.56449 -10.42682 -9.17939  0.186
H 6.03200 -11.89738 -9.80495  0.176
C 6.96059 -10.27843 -10.66153  0.044
H 4.16828 -11.84920 -12.75839  0.106
H 3.53340 -12.78890 -11.34877  0.112
H 5.19351 -12.88093 -11.80153  0.094
H 7.69271 -10.02686 -9.89419  0.117
H 6.67654 -9.47616 -11.34254  0.115
H 7.44357 -11.02749 -11.28904  0.105
N 22.68242 -6.73285 -11.96217  -0.259
S 22.88710 -5.48338 -12.79448  0.389
O 23.92786 -4.64647 -12.28915  -0.307
O 21.89495 -4.83472 -13.65601  -0.291
F 23.72690 -6.30687 -13.88550  -0.239
S 21.28587 -6.13648 -11.26654  0.561
O 19.99741 -6.62114 -11.79580  -0.298
O 21.40876 -4.83845 -10.60748  -0.308
F 21.43398 -7.11090 -10.00025  -0.247
N 4.79985 -7.63545 -5.38431  -0.289
S 4.27233 -7.82624 -3.94963  0.420
O 2.89956 -8.27737 -3.79446  -0.312
O 4.85127 -7.00494 -2.89188  -0.309
F 5.10699 -9.18020 -3.65966  -0.236
S 3.85174 -6.23761 -5.67159  0.538
O 4.32898 -5.05086 -4.99343  -0.294
O 2.41328 -6.41013 -5.85813  -0.306
F 4.39015 -5.97172 -7.13188  -0.213
N 13.07354 -1.51820 -14.29163  -0.274
S 13.84286 -2.34260 -13.21207  0.444
O 13.10678 -2.77773 -12.03311  -0.328
O 15.28923 -2.09349 -13.07101  -0.327
F 13.92992 -3.72183 -14.05183  -0.238
S 12.76081 -0.26224 -13.17548  0.591
O 13.93148 0.09509 -12.32547  -0.330
O 11.38134 -0.17794 -12.67861  -0.316
F 12.83468 0.97702 -14.18986  -0.223
N 14.92767 -10.67047 2.63202  -0.274
S 14.05448 -9.62013 2.05522  0.415
O 12.97603 -10.11494 1.21432  -0.310
O 14.65953 -8.31403 1.76685  -0.313
F 13.21140 -9.41477 3.44532  -0.238
S 15.54332 -11.17126 1.15427  0.586
O 15.92452 -10.20208 0.10833  -0.323
O 14.94222 -12.36848 0.60128  -0.307
F 16.94207 -11.76693 1.75751  -0.237
N 13.88628 0.64684 2.68009  -0.289
S 13.96009 0.01141 1.33632  0.461
O 14.84552 -1.12907 1.20261  -0.312
O 13.74069 0.93768 0.21407  -0.326
F 12.47313 -0.80802 1.30816  -0.268
S 15.21192 1.65859 2.57114  0.557
O 14.89196 3.01632 2.21298  -0.300
O 16.48724 1.15661 2.10762  -0.296
F 15.44598 1.79278 4.17049  -0.227
N 8.80500 -15.05495 -7.83706  -0.259
S 8.76626 -15.46409 -6.36861  0.397
O 9.27425 -14.59912 -5.34764  -0.273
O 8.66525 -16.87062 -5.99439  -0.302
F 7.14848 -15.11960 -6.33857  -0.277
S 10.39424 -15.64586 -7.92513  0.537
O 10.69837 -17.05032 -7.74971  -0.284
O 11.45853 -14.67273 -7.62219  -0.310
F 10.47151 -15.70713 -9.51344  -0.230

Atoms 1-3, force components in eV/Å:
C 0.0 -0.4 1.4
C -0.3 1.9 -0.6
N 4.0 -0.7 -2.8